The following is a quantum chemistry calculation of one molecule with the formula C3H6N2O2, from the Open Molecules 2025 dataset.

Summary:
SMILES string: CNC(=O)NC=O
Spin multiplicity: 1
E_LUMO, eV: 0.68
Gap between HOMO and LUMO, eV: 10.82
ΔE to the lowest compared entry with this formula, charge and spin, eV: 1.9674
E_HOMO, eV: -10.1382
E_tot, eV: -10282.83004
Charge: 0
Molar mass, g mol⁻¹: 102.09

Element x y z (Å)
C (-0.33, -0.03, -2.19)
O (1.45, -0.10, -0.71)
C (0.47, -0.01, 0.00)
N (-0.72, 0.09, -0.60)
N (0.71, -0.01, 1.38)
C (-0.09, 0.05, 2.48)
O (0.33, 0.03, 3.61)
H (0.63, 0.39, -2.60)
H (-1.14, 0.49, -2.67)
H (-0.26, -1.10, -2.43)
H (-1.59, 0.16, -0.04)
H (1.71, -0.08, 1.55)
H (-1.17, 0.12, 2.23)


The following is a quantum chemistry calculation of one molecule with the formula C22H33N3O5, from the Open Molecules 2025 dataset.

Summary:
SMILES string: CCCCN(C)C(=O)CCCCn1c(=O)[nH]c2cc(OCC)c(OCC)cc2c1=O
Spin multiplicity: 1
E_LUMO, eV: 0.67
Gap between HOMO and LUMO, eV: 8.57
ΔE to the lowest compared entry with this formula, charge and spin, eV: 0.5445
E_HOMO, eV: -7.9031
E_tot, eV: -38059.47100
Charge: 0
Molar mass, g mol⁻¹: 419.52

Element x y z (Å)
C (-2.80, 2.41, 4.73)
C (-1.29, 2.51, 4.86)
C (-0.54, 1.50, 3.98)
H (0.52, 1.54, 4.21)
H (-0.90, 0.49, 4.20)
C (-0.73, 1.79, 2.48)
N (0.09, 0.93, 1.65)
C (1.37, 1.17, 1.26)
O (1.95, 0.41, 0.50)
C (2.09, 2.39, 1.82)
H (2.95, 2.00, 2.37)
C (2.60, 3.29, 0.69)
C (1.45, 3.94, -0.11)
H (0.49, 3.57, 0.24)
H (1.46, 5.02, 0.02)
C (1.54, 3.65, -1.61)
N (1.39, 2.23, -1.90)
C (2.54, 1.52, -2.18)
O (3.64, 2.03, -2.26)
N (2.36, 0.18, -2.41)
C (1.16, -0.47, -2.34)
C (1.06, -1.85, -2.54)
C (-0.16, -2.49, -2.51)
C (-1.34, -1.74, -2.25)
C (-1.22, -0.37, -2.06)
C (0.01, 0.28, -2.09)
C (0.12, 1.70, -1.80)
O (-0.83, 2.40, -1.50)
H (-2.11, 0.21, -1.88)
O (-2.61, -2.23, -2.24)
C (-2.88, -3.50, -1.65)
C (-2.44, -3.57, -0.19)
H (-2.89, -2.76, 0.37)
H (-1.36, -3.49, -0.11)
H (-2.75, -4.52, 0.23)
H (-3.96, -3.59, -1.73)
H (-2.41, -4.30, -2.23)
O (-0.31, -3.82, -2.72)
C (0.84, -4.63, -2.94)
C (0.36, -6.07, -3.09)
H (1.21, -6.72, -3.26)
H (-0.33, -6.14, -3.92)
H (-0.15, -6.39, -2.18)
H (1.36, -4.31, -3.85)
H (1.52, -4.54, -2.09)
H (1.97, -2.40, -2.74)
H (3.22, -0.35, -2.53)
H (2.51, 3.96, -2.01)
H (0.74, 4.18, -2.13)
H (3.22, 2.68, 0.03)
H (3.24, 4.06, 1.12)
H (1.48, 2.96, 2.51)
C (-0.54, -0.31, 1.25)
H (-1.40, -0.11, 0.61)
H (0.19, -0.90, 0.69)
H (-0.86, -0.87, 2.13)
H (-0.52, 2.84, 2.27)
H (-1.77, 1.61, 2.19)
H (-1.01, 2.32, 5.90)
H (-0.96, 3.52, 4.61)
H (-3.13, 2.69, 3.74)
H (-3.14, 1.39, 4.94)
H (-3.28, 3.08, 5.45)


The following is a quantum chemistry calculation of a 2-piece molecular cluster, C9H14 overall, from the Open Molecules 2025 dataset.

Summary:
SMILES string: Cc1ccccc1.CC
Spin multiplicity: 1
E_LUMO, eV: 1.02
Gap between HOMO and LUMO, eV: 10.02
ΔE to the lowest compared entry with this formula, charge and spin, eV: 0.7964
E_HOMO, eV: -9.0075
E_tot, eV: -9559.38505
Charge: 0
Molar mass, g mol⁻¹: 122.21

Element x y z (Å)
C (2.12, 2.44, -0.24)
C (-1.46, 1.61, -1.22)
C (-1.42, 0.26, -1.13)
C (-0.26, 2.35, -0.99)
C (0.90, 1.65, -0.71)
C (-0.22, -0.46, -1.09)
C (0.96, 0.24, -0.89)
H (-2.33, 2.21, -1.45)
H (-2.38, -0.25, -1.22)
H (-0.41, 3.42, -0.91)
H (-0.13, -1.53, -1.14)
H (2.33, 2.11, 0.78)
H (1.97, 3.51, -0.18)
H (1.98, -0.08, -0.70)
H (2.96, 2.17, -0.87)
C (-0.04, -1.98, 1.79)
C (-1.11, -2.93, 1.18)
H (0.27, -2.56, 2.67)
H (0.84, -1.81, 1.18)
H (-0.50, -1.02, 2.04)
H (-1.53, -2.48, 0.28)
H (-1.98, -2.99, 1.83)
H (-0.58, -3.87, 1.00)


Question: The lowest E_LUMO belongs to which entry?
Answer: C22H33N3O5